The following is a DFT calculation (the ωB97M-V functional and the def2-TZVPD basis) of a cluster of 4 separate species, C28H64N2O18P5S in total at a distorted geometry.

```
118
Properties=species:S:1:pos:R:3:forces:R:3
C 7.57057 -6.56397 -3.17700 -0.27 -0.18 0.59
C 6.34357 -5.57361 -3.59468 0.56 -1.00 0.26
P 5.94304 -4.58344 -2.00744 0.54 -0.29 0.44
C 4.71823 -5.67387 -1.00918 -0.29 -0.11 -0.45
C 5.08484 -2.95579 -2.39555 -4.26 1.60 -1.44
C 3.59219 -2.68985 -2.73755 4.91 -0.26 1.02
C 2.49759 -3.84080 -2.81435 0.99 0.42 -0.62
C 1.42942 -3.68933 -4.00611 -0.40 -1.31 0.23
C -0.01734 -4.07422 -3.41202 -0.10 0.42 -0.25
C -1.24138 -3.25197 -4.05420 -1.09 -1.61 0.78
C -2.25741 -2.91265 -2.84173 0.58 0.61 -0.08
C -3.48369 -1.96601 -3.26185 -0.42 -0.36 1.59
C -3.67814 -0.79559 -2.15131 -1.29 0.19 -0.76
O -3.77687 -1.35827 -0.80846 2.00 1.27 -1.22
C -2.67154 -0.89136 0.02723 -0.05 -1.05 1.41
N 3.50366 -1.24917 -2.89603 1.36 -0.64 1.37
P 2.03998 -0.32696 -3.24511 -2.72 3.48 -1.64
O 2.21513 1.16188 -2.38496 -0.25 -4.08 0.49
O 0.62903 -1.04523 -2.60680 2.90 1.08 -0.54
S 1.87118 0.16543 -5.13077 0.32 -0.83 1.59
C 4.78169 -0.62052 -2.70366 0.86 -2.27 0.68
O 5.14084 0.75412 -2.78557 -1.32 -3.67 0.86
N 5.73915 -1.66695 -2.38727 -4.12 2.01 -1.25
C 7.09074 -1.13792 -2.11778 2.22 1.13 0.38
C 8.26909 -2.16442 -1.84969 -0.04 -1.06 1.07
C 9.67450 -1.49722 -1.43475 0.18 -0.37 -0.48
C 10.13620 -0.28149 -2.38977 1.17 -1.07 -0.26
O 10.43136 0.93390 -1.62481 -2.42 -0.17 0.70
C 9.27221 1.39398 -0.94042 -1.88 1.65 -1.30
O 8.40014 2.11606 -1.46321 3.08 -2.66 1.52
H 8.40947 -5.99532 -2.62316 -1.28 -0.81 -1.12
H 7.98638 -7.13271 -4.08869 -0.68 1.04 1.42
H 7.18698 -7.35213 -2.42293 0.58 1.20 -1.24
H 6.71420 -4.92044 -4.44987 -0.88 -0.72 1.11
H 5.46181 -6.24885 -3.85984 1.11 1.17 -0.09
H 5.31928 -6.47661 -0.43893 -0.81 1.57 -0.79
H 4.17073 -4.95718 -0.29439 0.74 -1.37 -0.99
H 4.00380 -6.24535 -1.69751 0.76 0.93 1.11
H 3.07450 -4.82033 -3.01641 -0.63 1.80 0.48
H 2.04805 -3.95530 -1.77272 0.28 0.33 -1.47
H 1.46299 -2.69717 -4.56364 -0.11 -1.21 0.99
H 1.67495 -4.50080 -4.79127 -0.19 1.46 1.14
H -0.04804 -3.87595 -2.27391 0.20 -0.33 -1.80
H -0.18191 -5.20228 -3.58033 0.21 1.75 0.39
H -0.93821 -2.33871 -4.66573 -0.29 -1.11 0.89
H -1.82066 -3.98222 -4.73712 0.99 1.40 0.69
H -1.62685 -2.38692 -2.02970 -1.02 -0.71 -1.13
H -2.63778 -3.87977 -2.33693 0.68 1.48 -0.99
H -3.36287 -1.54344 -4.31382 -0.23 -0.49 1.40
H -4.44462 -2.60248 -3.17916 1.46 1.09 -0.53
H -2.86623 0.00922 -2.23440 -0.90 -1.17 0.25
H -4.68268 -0.24951 -2.31962 1.60 -0.80 -0.04
H -1.71758 -0.67286 -0.56016 -1.30 -0.07 0.57
H -2.97639 -0.01530 0.71014 0.48 -1.16 -1.40
H -2.42803 -1.75839 0.74669 -0.38 1.46 -1.25
H 2.03478 0.90497 -1.43934 0.09 0.75 -0.77
H -0.13114 -0.74737 -3.17569 0.90 -0.33 0.37
H 5.16303 1.08594 -1.85373 0.03 -0.03 -0.84
H 7.02024 -0.44902 -1.19074 0.02 -1.17 -1.36
H 7.36530 -0.42358 -2.98319 -0.59 -1.26 1.30
H 7.95577 -2.81847 -0.94937 0.48 0.98 -1.53
H 8.45509 -2.91847 -2.70163 -0.51 1.42 1.05
H 10.46385 -2.33200 -1.55701 -1.33 1.30 0.26
H 9.72365 -1.21963 -0.31499 -0.28 -0.22 -1.89
H 11.14700 -0.58561 -2.85672 -1.62 0.74 0.78
H 9.43656 -0.08712 -3.27130 0.72 -0.05 1.39
H 9.13749 1.07961 0.16247 0.72 0.35 -1.56
C -4.09607 5.78131 0.73104 0.00 0.30 0.53
O -4.29641 4.37738 0.55312 1.32 2.43 -2.18
P -3.82836 3.72925 -0.97347 -3.45 -9.01 2.39
O -5.05465 2.83811 -1.01053 0.54 1.54 -0.58
O -2.59257 2.91524 -0.24755 0.56 0.97 -0.85
C -1.53155 3.67480 0.31912 0.02 -0.08 0.44
O -3.33366 3.17249 -2.52263 0.41 3.28 0.54
C -2.01928 3.49461 -2.96052 0.38 -0.30 -0.29
H -5.02526 6.22484 1.09360 0.07 0.05 -0.10
H -3.31283 5.93872 1.47724 -0.01 0.15 -0.06
H -3.80883 6.27093 -0.20264 -0.07 0.22 0.17
H -1.68779 3.76884 1.39733 0.04 0.09 -0.08
H -1.46228 4.66931 -0.12760 0.18 0.06 0.10
H -0.59092 3.14811 0.14721 -0.09 0.02 -0.04
H -1.30610 2.77928 -2.53703 0.00 0.15 0.07
H -1.74449 4.51002 -2.67443 0.22 -0.03 -0.18
H -1.98207 3.40589 -4.04748 -0.10 0.10 0.08
C -3.46808 -3.59056 4.81593 0.05 -0.63 0.28
O -2.45164 -2.70175 4.34187 -3.50 0.70 0.32
P -2.96367 -1.09807 3.97577 8.88 2.81 -2.93
O -2.09787 -1.03696 2.73111 -1.46 -0.38 1.11
O -2.10721 -0.53881 5.26762 -1.25 0.11 0.19
C -2.52370 -0.93550 6.57009 0.31 -0.19 0.27
O -3.59471 0.47229 3.68689 -2.14 -2.58 0.83
C -4.33794 1.09865 4.72813 -0.08 0.61 0.30
H -3.43551 -4.50977 4.22820 -0.06 0.07 0.03
H -3.27256 -3.83400 5.86325 -0.13 -0.03 -0.03
H -4.46390 -3.14956 4.72964 -0.05 -0.27 0.05
H -1.90074 -1.76613 6.91337 -0.14 0.00 0.00
H -3.57343 -1.23663 6.58487 0.00 -0.03 0.21
H -2.39191 -0.09452 7.25305 -0.05 -0.03 -0.12
H -3.64985 1.56687 5.43883 -0.09 -0.15 0.01
H -4.97750 0.38235 5.24361 -0.12 0.23 0.08
H -4.95777 1.88296 4.29113 0.00 -0.17 -0.05
C -6.59316 8.45475 5.91625 0.33 0.56 -0.05
O -6.12390 7.19191 6.39665 -3.14 0.69 -1.54
P -7.19677 5.85965 6.18724 5.87 -6.19 4.78
O -6.86872 5.29631 7.55623 -1.15 1.09 -0.99
O -6.17278 5.21151 5.06919 -1.00 0.37 -0.66
C -5.97532 5.91785 3.85071 0.40 0.03 -0.03
O -8.35098 4.62356 5.88585 -0.81 3.20 -0.84
C -8.85375 4.48569 4.56151 -0.11 -0.47 -0.38
H -6.48074 9.19754 6.70808 -0.06 -0.04 -0.06
H -5.98924 8.75974 5.05768 -0.12 0.08 -0.01
H -7.64359 8.40976 5.61862 0.05 0.27 0.01
H -5.04539 6.49098 3.91075 -0.11 0.08 -0.04
H -6.80718 6.59220 3.63469 0.08 0.07 -0.19
H -5.88907 5.19586 3.03612 -0.08 -0.01 0.10
H -8.15096 3.89846 3.96179 -0.02 0.17 -0.01
H -9.01901 5.45838 4.09778 -0.15 -0.14 -0.18
H -9.79916 3.94268 4.60215 0.04 0.15 0.09
```
Positions in Å, forces in eV/Å.

The charge is +1. The HOMO energy comes out at -10.35 eV. Its total energy is -127169.52532 eV.

=====

The following is a DFT calculation (the ωB97M-V functional and the def2-TZVPD basis) of the molecule C2H3N3O2 at a distorted geometry.

```
10
Properties=species:S:1:pos:R:3:forces:R:3
N 0.22867 1.18252 1.36749 0.08 -0.30 -0.27
C 0.01553 0.46661 0.19546 -0.31 0.62 -1.44
N -0.72964 0.96518 -0.75491 0.21 -0.27 1.06
O -1.02279 -0.04240 -1.65936 1.46 -3.61 -0.65
C -0.32389 -1.37150 -1.34429 -1.81 3.18 4.53
O -0.71647 -2.49388 -1.50390 1.73 2.53 -0.76
N 0.48953 -0.77861 -0.08586 -0.87 -1.08 -1.12
H 1.13175 1.16235 1.82125 -0.07 -0.13 -0.31
H -0.19314 2.10772 1.36641 0.11 -0.39 -0.21
H 1.12044 -1.19799 0.59770 -0.54 -0.57 -0.83
```
Positions in Å, forces in eV/Å.

The HOMO energy comes out at -8.88 eV. The SMILES is Nc1noc(=O)[nH]1. Its total energy is -10685.60234 eV.

=====

The following is a DFT calculation (the ωB97M-V functional and the def2-TZVPD basis) of the molecule C5H7Br at a distorted geometry.

```
13
Properties=species:S:1:pos:R:3:forces:R:3
C -0.89643 1.53650 0.83891 0.55 -1.00 0.78
C 0.14672 1.04895 -0.07683 7.61 2.37 -1.27
C 1.58241 1.23590 -0.29872 -7.93 -0.63 1.04
Br 3.07218 2.12652 0.12958 1.11 0.50 0.22
C 0.94794 0.06127 -0.90049 -2.21 -1.24 -1.79
C 1.13063 -1.30311 -0.23978 0.24 -0.55 -0.81
H -1.90773 1.29916 0.59013 -0.61 -0.72 -0.28
H -0.91735 2.60859 0.94215 0.59 0.40 0.20
H -0.59300 1.02689 1.79308 -0.79 0.76 -0.37
H 0.72152 0.05394 -2.04113 0.53 -0.24 1.68
H 2.03428 -1.74751 -0.75312 -1.38 -0.55 0.60
H 0.19538 -1.93494 0.03083 1.54 0.78 -1.48
H 1.45214 -1.02393 0.72378 0.76 0.10 1.44
```
Positions in Å, forces in eV/Å.

The HOMO energy comes out at -8.04 eV. The SMILES is CC1=C(Br)[C@H]1C. Its total energy is -75337.01393 eV.

=====

The following is a DFT calculation (the ωB97M-V functional and the def2-TZVPD basis) of a structure of composition C3H16B2ORb4 at a distorted geometry.

```
26
Properties=species:S:1:pos:R:3:forces:R:3
Rb -7.97613 -28.98670 22.48878 0.08 -0.81 0.14
Rb -6.33741 -25.27355 20.82486 0.21 0.09 -0.58
Rb -10.08604 -25.42198 24.05116 -1.14 -0.50 -0.18
Rb -6.68405 -23.74542 25.72647 0.33 0.12 0.49
B -10.95008 -28.30632 22.68020 -0.81 -0.50 -0.32
H -10.43678 -29.06026 23.44018 0.51 -0.38 0.67
H -11.52348 -28.92389 21.82921 -0.16 -0.27 -0.10
H -11.75481 -27.63176 23.23435 -0.36 0.70 0.46
H -10.16718 -27.68307 22.05868 1.09 1.20 -0.48
B -7.18657 -26.04740 23.52444 0.50 -0.27 0.88
H -7.97767 -26.29682 22.74672 -1.48 -0.21 -1.32
H -6.91739 -24.91743 23.44575 0.54 1.41 -0.40
H -7.59367 -26.23387 24.60906 -0.41 -0.27 0.98
H -6.30442 -26.79166 23.35876 1.16 -0.24 -0.21
C -3.28131 -29.74045 25.25111 0.39 -0.19 -0.02
C -4.69957 -29.24468 25.34229 -0.26 0.34 0.38
C -4.82461 -27.89952 26.05802 0.00 -0.06 -0.09
O -5.31864 -29.15670 24.04580 -0.28 -0.03 -0.23
H -2.59602 -28.96197 24.90325 -0.08 0.02 -0.09
H -3.20860 -30.59259 24.57575 -0.06 0.02 -0.01
H -2.90928 -30.07248 26.22108 -0.10 0.07 0.05
H -5.32247 -29.95442 25.88810 0.08 -0.16 -0.12
H -4.27974 -27.11972 25.51326 0.00 -0.04 -0.05
H -4.41375 -27.93430 27.06720 -0.01 -0.12 -0.01
H -5.88114 -27.63032 26.11372 0.02 0.09 0.04
H -4.87487 -28.46627 23.54280 0.25 -0.02 0.13
```
Positions in Å, forces in eV/Å.

The charge is +2. The HOMO energy comes out at -13.79 eV. Its total energy is -9378.18825 eV.